A 2-piece molecular cluster, C5H12N2 overall at a distorted geometry. Source: OMol25; level of theory: ωB97M-V with the def2-TZVPD basis set.

Calculated values
- energy above the lowest of the compared OMol25 structures with the same formula, charge and spin (kJ/mol) = 277.8
- electronic energy (Ha) = -306.46508
- Kohn-Sham gap (eV) = 10.93
- total charge = +2
- molecular weight (g mol⁻¹) = 100.16

Last column: Mulliken charge in e.
Atoms and positions in Å:
C  -1.025  2.542  -1.594  -0.143
C  1.289  -0.769  0.416  0.521
C  1.714  0.244  -0.214  -0.624
C  1.798  -2.265  2.162  -0.772
C  -2.282  0.505  -1.123  -0.751
N  1.062  -1.856  1.090  -0.092
N  -1.653  1.724  -0.856  -0.050
H  -0.896  2.448  -2.689  0.286
H  -0.838  3.578  -1.283  0.300
H  2.625  0.108  -0.747  0.319
H  -1.848  1.923  0.208  0.393
H  1.307  1.221  0.056  0.310
H  1.209  -2.430  3.071  0.348
H  2.810  -1.761  2.188  0.306
H  2.029  -3.354  2.018  0.352
H  -2.040  -0.135  -0.281  0.266
H  -2.138  0.002  -2.153  0.335
H  -3.361  0.676  -1.098  0.360
H  0.238  -2.402  0.829  0.336